[1]
A 2-piece molecular cluster, C17H12N5O8 overall at a distorted geometry, computed with the ωB97M-V functional and the def2-TZVPD basis.

Positions of all 42 atoms, in Å:
N: -2.49856 -5.97257 2.16406
C: -2.10720 -4.87684 2.03431
C: -1.60198 -3.54351 1.85565
C: -0.24527 -3.21172 1.79089
C: 0.16331 -1.84911 1.65391
N: 1.55838 -1.52369 1.76558
O: 2.37952 -2.45022 1.95439
O: 1.90936 -0.32304 1.69704
C: -0.76284 -0.79418 1.51695
C: -2.10213 -1.15289 1.56910
N: -3.22723 -0.34044 1.76119
O: -3.40449 0.86253 1.74917
O: -4.30471 -1.23498 2.10811
N: -3.88217 -2.56958 2.07021
C: -2.56264 -2.48027 1.75516
H: 0.51719 -3.98181 1.86969
H: -0.47986 0.25307 1.43987
C: -2.27593 4.97042 0.65946
C: -0.99178 4.40632 0.11590
O: -1.09173 2.97452 0.09453
C: 0.06602 2.44910 -0.40274
C: -0.00321 1.03226 -0.67284
C: 1.02953 0.36972 -1.33668
C: 2.32482 0.94911 -1.59929
C: 3.30668 0.26411 -2.27705
C: 3.04323 -1.02793 -2.78415
N: 4.09242 -1.76112 -3.40249
O: 3.85451 -2.91837 -3.82046
O: 5.21865 -1.21909 -3.49289
C: 1.77264 -1.61945 -2.58508
C: 0.80472 -0.95593 -1.86812
O: 1.03473 3.19405 -0.59847
H: -2.22405 6.06227 0.62800
H: -3.14768 4.65654 0.07567
H: -2.41899 4.66834 1.70173
H: -0.80985 4.76615 -0.90632
H: -0.14592 4.69754 0.75095
H: -0.97691 0.56836 -0.59056
H: 2.49795 1.97069 -1.27740
H: 4.28878 0.69749 -2.43647
H: 1.59151 -2.60959 -3.00188
H: -0.18880 -1.39625 -1.72866

Output
**2S+1**: 1
**E_HOMO**: -3.97 eV
**Total charge**: -1
**Frontier orbital gap**: 3.963 eV
**E_tot**: -1530.43128 hartree
**Energy above the lowest of the compared OMol25 structures with the same formula, charge and spin**: 3.6 kcal/mol

***

[2]
C17H12NO2S2Tl as an isolated structure at a distorted geometry, computed with the ωB97M-V functional and the def2-TZVPD basis.

Positions of all 35 atoms, in Å:
Tl: -1.49690 -0.49230 -0.05977
C: 0.69488 0.81764 -2.49793
C: 0.41792 1.89279 -1.49863
C: 1.13141 3.10697 -1.56674
C: 0.91642 4.06333 -0.62251
C: -0.03776 3.85521 0.39391
C: -0.29234 4.83393 1.37482
C: -1.24928 4.60667 2.32098
C: -1.97747 3.41000 2.31221
C: -1.75722 2.42388 1.37413
S: -2.80943 1.01928 1.48611
C: -0.75255 2.62911 0.38213
N: -0.48419 1.67958 -0.55661
H: 1.36541 1.17417 -3.27643
H: -0.22994 0.47360 -2.95934
H: 1.15755 -0.03811 -2.00601
H: 1.84425 3.25419 -2.36527
H: 1.46865 4.99544 -0.63705
H: 0.28423 5.75002 1.35916
H: -1.44994 5.34484 3.08615
H: -2.74394 3.24880 3.05952
O: 2.35002 -1.92267 1.12977
C: 1.17649 -2.01571 0.82275
O: 0.30616 -1.07377 1.02646
C: 0.67159 -3.34491 0.28580
C: 1.23620 -4.46780 0.89017
C: 0.86639 -5.75341 0.53807
C: -0.10156 -5.94362 -0.43729
C: -0.68083 -4.84667 -1.04719
C: -0.29389 -3.54725 -0.70772
S: -1.00285 -2.30335 -1.75183
H: 1.98804 -4.30391 1.65005
H: 1.33458 -6.59999 1.02305
H: -0.41345 -6.94226 -0.71523
H: -1.43665 -4.98371 -1.80969

Output
**2S+1**: 1
**E_HOMO**: -8.47 eV
**Total charge**: 0
**Frontier orbital gap**: 7.277 eV
**E_tot**: -1829.15797 hartree